# 1
Molecular formula: C5H8O3V
Method: DFT, ωB97M-V/def2-TZVPD

Spin multiplicity   5
Lowest unoccupied orbital energy (alpha / beta)   -3.83 / -3.72 eV
Total charge   +1
Expectation value of S²   6.003

Atoms and positions in Å:
O  -0.359  -0.503  1.174
C  -1.387  0.616  0.523
C  -0.532  1.084  -0.651
O  0.739  0.447  -0.481
C  0.738  -0.436  0.526
O  1.653  -1.265  0.524
V  2.997  -1.209  -0.767
C  -2.853  0.491  0.338
C  -2.821  -0.983  -0.068
H  -1.195  1.228  1.414
H  -0.355  2.163  -0.606
H  -0.946  0.799  -1.625
H  -3.390  0.649  1.279
H  -3.188  1.138  -0.482
H  -3.600  -1.546  0.457
H  -1.858  -1.505  0.162
H  -2.864  -1.100  -1.158


# 2
Molecular formula: C5H8O4
Method: DFT, ωB97M-V/def2-TZVPD

Spin multiplicity   2
Lowest unoccupied orbital energy (alpha / beta)   3.02 / -0.91 eV
Total charge   -1
Expectation value of S²   0.756

Atoms and positions in Å:
C  -0.367  1.954  -0.575
C  -0.129  0.399  -0.827
C  -1.842  2.255  -0.995
O  -2.226  3.422  -0.978
O  -2.584  1.296  -0.986
H  -0.213  2.168  0.434
H  0.525  2.593  -0.897
H  -0.640  -0.002  -1.708
H  -0.467  -0.075  0.039
H  1.068  0.508  -0.929
C  1.138  -1.768  1.702
C  0.864  -2.450  0.221
O  1.705  -2.372  -0.699
O  -0.231  -3.034  0.235
H  0.878  -2.499  2.485
H  0.365  -0.885  1.742
H  2.155  -1.510  1.736


# 3
Molecular formula: C5H8OS
Method: DFT, ωB97M-V/def2-TZVPD

Lowest unoccupied orbital energy   0.98 eV
Total charge   0
SMILES   C=CS[C@H]1C[C@H]1O

Atoms and positions in Å:
C  2.109  0.119  -0.386
C  1.604  1.141  0.585
C  0.639  0.646  -0.409
C  -2.188  0.485  -0.128
C  -3.325  -0.201  0.047
H  1.788  -1.752  -0.332
H  2.745  0.522  -1.203
H  1.550  0.762  1.601
H  1.976  2.173  0.563
H  0.335  1.389  -1.126
H  -2.084  1.566  -0.339
H  -4.299  0.303  -0.137
H  -3.419  -1.231  0.283
O  2.373  -1.140  0.085
S  -0.663  -0.485  0.110


# 4
Molecular formula: C5H8OS
Method: DFT, ωB97M-V/def2-TZVPD

Lowest unoccupied orbital energy   0.78 eV
Total charge   0
SMILES   O[C@]12CSC[C@@H]1C2

Atoms and positions in Å:
C  0.998  -0.025  -0.163
C  0.493  1.243  0.519
C  -1.253  -0.791  -0.322
C  -0.104  -0.357  -1.154
C  1.366  -0.560  -1.541
H  1.883  -0.914  1.269
H  0.967  1.490  1.501
H  0.492  2.088  -0.132
H  -0.905  -1.613  0.287
H  -2.246  -0.947  -0.751
H  -0.384  0.546  -1.699
H  1.733  0.111  -2.338
H  1.932  -1.479  -1.413
O  1.115  -1.080  0.797
S  -1.337  0.769  0.804


# 5
Molecular formula: C5H8OS2
Method: DFT, ωB97M-V/def2-TZVPD

Lowest unoccupied orbital energy   0.40 eV
Total charge   0

Atoms and positions in Å:
C  -0.452  -0.718  0.985
C  0.146  -0.313  -0.124
C  -1.046  -1.891  0.325
C  -0.216  -1.514  -0.891
C  0.144  2.309  0.198
O  1.399  0.999  -1.943
S  2.789  1.011  0.965
S  1.338  1.064  -0.311
H  -0.390  -0.297  1.940
H  -1.068  -2.963  0.786
H  -2.187  -1.590  0.112
H  -0.723  -1.475  -1.867
H  0.599  -2.253  -1.070
H  -0.703  2.441  -0.541
H  -0.397  1.974  1.128
H  0.766  3.218  0.307


# 6
Molecular formula: C5H8OS2
Method: DFT, ωB97M-V/def2-TZVPD

Lowest unoccupied orbital energy   -0.15 eV
Total charge   0

Atoms and positions in Å:
C  1.299  0.329  0.648
C  1.252  -0.109  -0.815
C  -0.190  0.695  0.944
C  0.055  -1.053  -0.776
C  -0.928  -0.307  0.103
O  -2.807  1.617  0.098
S  -2.286  -1.306  0.617
S  -2.471  0.388  -0.706
H  1.535  -0.469  1.182
H  2.086  1.183  0.722
H  1.154  0.854  -1.340
H  2.169  -0.690  -1.269
H  -0.599  0.556  1.898
H  -0.181  1.771  0.672
H  -0.269  -1.401  -1.665
H  0.183  -2.057  -0.313


# 7
Molecular formula: C5H8OS2
Method: DFT, ωB97M-V/def2-TZVPD

Lowest unoccupied orbital energy   0.42 eV
Total charge   0

Atoms and positions in Å:
C  -0.038  -0.791  1.222
C  0.079  0.664  0.559
C  1.590  0.664  -0.053
C  -0.827  -0.286  -1.472
C  -0.773  0.942  -0.673
H  -1.703  -0.739  1.939
H  0.579  -1.550  0.636
H  0.438  -1.031  2.198
H  2.260  -0.235  0.372
H  2.324  1.637  0.076
H  -0.867  -1.396  -1.187
H  -1.069  0.058  -2.449
H  -0.316  1.690  -1.209
O  -1.386  -1.311  1.110
S  1.159  0.022  -1.818
S  -1.451  1.660  0.749


Ordered E results: -1364.66925, -496.21507, -668.65820, -668.63435, -1066.77036, -1066.85652, -1066.74145; unit Eh.